[1]
Molecular formula: C10H8FNO2
Method: DFT, ωB97M-V/def2-TZVPD

Cartesian coordinates (Å):
F: 3.83511 1.66461 0.23292
O: 2.38633 -1.61603 -0.16465
O: 4.40228 -0.82801 -0.76347
N: 1.67632 1.09623 0.17510
C: 2.87997 0.70239 0.15527
C: 3.31894 -0.61256 -0.28687
C: 1.78744 -1.83712 1.10257
C: -2.50594 -0.43326 -1.24377
C: 0.54606 0.81524 0.37475
C: -1.75173 1.63421 0.45475
C: -3.06828 1.49958 0.06657
C: -0.78652 0.74334 -0.03725
C: -3.45350 0.46376 -0.77145
C: -1.17948 -0.29992 -0.89279
H: 1.42195 -2.86253 1.07593
H: 0.94606 -1.16035 1.29531
H: -1.44578 2.43755 1.10616
H: -0.43720 -0.99265 -1.26044
H: -3.80261 2.20143 0.43179
H: -2.80064 -1.23753 -1.90015
H: -4.48853 0.35628 -1.05623
H: 2.51975 -1.73467 1.90595

Charge: 0
Energy: -690.8534 Ha
Strongest force on any atom: 2.6 eV/A
HOMO (spin up / spin down): -0.284 / -0.284 hartree

***

[2]
Molecular formula: C13H52O13
Method: DFT, ωB97M-V/def2-TZVPD

Cartesian coordinates (Å):
O: -5.43842 0.05637 2.61100
O: -1.69009 -4.07667 -1.29456
O: -1.17482 0.19559 0.52634
O: 2.08137 -2.89985 -3.74377
O: -0.35290 -3.21387 4.56187
O: 4.51708 0.57245 -1.11618
O: 4.52592 3.40501 0.88039
O: -3.54089 0.87287 -1.38394
O: 2.54705 1.91303 3.51523
O: -1.39725 0.63186 -3.21037
O: 0.38443 2.65060 -2.34829
O: 3.84359 0.33562 1.59417
O: -2.16305 -2.83957 1.10794
C: 0.71697 -2.49883 3.94328
C: 3.73072 1.48009 -1.87543
C: -4.41523 1.63490 -2.25327
C: 3.69152 -0.87426 2.33287
C: 3.27072 4.07588 0.97369
C: 0.24456 0.34840 0.33482
C: -1.91425 0.12918 -4.44812
C: -0.53910 3.38713 -1.58095
C: 1.23446 1.42834 3.82995
C: -1.15124 -3.04068 -2.07055
C: 2.26484 -1.50337 -3.69362
C: -4.84211 -0.45434 1.41491
C: -2.60050 -3.86162 2.00222
H: 1.40991 -2.02824 4.64857
H: 3.64660 -0.74611 3.41931
H: -5.15069 0.96494 -2.69434
H: 2.41141 -3.23959 -4.57630
H: -4.88362 -1.53724 1.33889
H: 0.67855 -0.48561 0.88507
H: 4.33583 2.46630 0.97066
H: -3.40629 1.49390 -0.66114
H: -1.79245 -4.47520 2.40852
H: 3.28300 -1.18657 -3.96548
H: -1.94549 -3.68085 -0.44339
H: 3.67447 1.02972 2.26033
H: -3.30242 -4.52872 1.49905
H: -1.53950 0.11295 -0.36223
H: 1.23263 0.83218 4.74899
H: 3.53339 1.01100 -2.84384
H: -0.44643 -2.43187 -1.48406
H: 1.65799 -1.03521 -4.47968
H: 0.09220 -3.76525 5.21738
H: -5.13424 0.95909 2.71939
H: 2.74880 1.64497 -1.41071
H: 3.13649 4.40436 2.00574
H: -2.85497 -0.42200 -4.38543
H: 0.60937 1.36454 0.48163
H: -0.94704 2.84474 -0.71733
H: -2.09527 0.99616 -5.09832
H: -5.36816 -0.05720 0.54464
H: -0.10131 2.02381 -2.90846
H: -1.89232 -2.13266 1.70398
H: 4.58167 -1.49196 2.19922
H: -1.14363 -0.51269 -4.87777
H: 2.72859 2.62424 4.13522
H: -0.03919 4.28062 -1.21504
H: 1.37504 -3.14768 3.35061
H: -3.79631 -0.14175 1.41440
H: -3.90285 2.16766 -3.05904
H: -1.40347 3.66100 -2.19572
H: 4.05591 0.42669 -0.27648
H: -0.66688 -3.36939 -2.98628
H: -4.90817 2.38555 -1.63351
H: 3.17576 4.91117 0.27367
H: 0.87513 0.83244 2.99968
H: 0.61120 2.28829 4.08546
H: -3.15542 -3.44295 2.84735
H: -2.14373 0.65351 -2.58320
H: 2.46754 3.42483 0.60514
H: -1.91957 -2.30211 -2.36161
H: 4.14909 2.48096 -2.00234
H: 0.50930 0.16301 -0.71293
H: 2.76221 -1.36397 2.03319
H: 0.26199 -1.77354 3.27108
H: 2.10197 -1.00448 -2.74215

Charge: 0
Energy: -1504.3583 Ha
Strongest force on any atom: 2.0 eV/A
HOMO: -0.342 hartree